Entry one
DFT (ωB97M-V/def2-TZVPD) results for a molecular structure, C39H53F6O4P2SbSiZn.

## Properties
<S²>   0.76
Net charge   +1
LUMO level (spin up / spin down)   -0.1009 / -0.2532 Eh
Multiplicity   2
Molecular weight   977.0 g/mol

Last column: Mulliken charge in e.
Geometry (Å):
Zn (-0.53326, 0.26164, 1.15220)  1.7465
C (-3.71775, -1.98607, 1.67960)  -0.7048
C (-2.70445, -2.28606, 2.78602)  -1.0694
P (-0.97236, -2.00056, 2.35395)  0.4214
C (0.02919, -1.92511, 3.80738)  1.0916
C (1.15221, -2.75281, 3.97614)  -0.4681
C (1.87889, -2.67026, 5.14491)  -0.8157
C (1.51157, -1.76020, 6.13319)  -0.5401
C (0.41153, -0.92780, 5.96254)  -0.7830
C (-0.32850, -1.00055, 4.79985)  -0.6716
C (-0.39053, -3.19942, 1.19275)  0.8813
C (0.91669, -3.06845, 0.71439)  -0.8024
C (1.43909, -4.04763, -0.10834)  -0.7989
C (0.65101, -5.12098, -0.49783)  -0.6370
C (-0.66773, -5.22850, -0.06349)  -0.9649
C (-1.19458, -4.27273, 0.78295)  -0.5980
C (-4.05423, -0.50280, 1.53289)  -1.5505
P (-2.85182, 0.48323, 0.57867)  1.2363
C (-2.94274, -0.13407, -1.11665)  0.5377
C (-2.01084, -1.06321, -1.57638)  1.1671
C (-2.10924, -1.56078, -2.86752)  -0.8243
C (-3.13188, -1.12937, -3.69841)  -0.7983
C (-4.05549, -0.19283, -3.24784)  -0.7502
C (-3.96258, 0.30957, -1.96098)  -0.8801
C (-3.49637, 2.16146, 0.60653)  0.7448
C (-2.67689, 3.19341, 0.15978)  0.1734
C (-3.14483, 4.49597, 0.14752)  -0.9159
C (-4.43096, 4.77372, 0.58512)  -0.7203
C (-5.25062, 3.74911, 1.03804)  -0.8278
C (-4.78731, 2.44429, 1.05388)  -1.2299
H (-4.63634, -2.51686, 1.93289)  0.5386
H (-3.38610, -2.39625, 0.72170)  0.2338
H (-2.74528, -3.33725, 3.08904)  0.6672
H (-2.90987, -1.69982, 3.68399)  0.6860
H (1.42853, -3.46710, 3.21398)  0.4871
H (2.73266, -3.31721, 5.29229)  0.4549
H (2.09408, -1.69542, 7.04262)  0.4161
H (0.14630, -0.20389, 6.71903)  0.4708
H (-1.16151, -0.32385, 4.65746)  0.2534
H (1.51565, -2.20039, 0.96109)  0.5285
H (2.45171, -3.94705, -0.46135)  0.5542
H (1.06098, -5.87743, -1.15454)  0.4534
H (-1.27750, -6.06518, -0.37595)  0.4718
H (-2.21149, -4.37604, 1.13613)  0.3207
H (-4.16967, -0.02589, 2.50974)  0.5164
H (-5.00478, -0.40665, 1.00400)  0.7266
H (-1.17257, -1.36202, -0.95898)  -0.6089
H (-1.36696, -2.26059, -3.22889)  0.4698
H (-3.20043, -1.50793, -4.70983)  0.4226
H (-4.84149, 0.15423, -3.90499)  0.4494
H (-4.66855, 1.05667, -1.61776)  0.4434
H (-1.66481, 2.99148, -0.15630)  -0.0794
H (-2.49482, 5.29455, -0.18316)  0.5140
H (-4.79322, 5.79303, 0.58486)  0.4245
H (-6.25131, 3.96649, 1.38612)  0.4587
H (-5.44015, 1.66363, 1.41872)  0.3390
F (0.15605, 1.26656, 2.72289)  -0.5281
Sb (-0.57939, 2.88041, 3.67420)  2.2858
F (1.18419, 3.39648, 3.99586)  -0.5293
F (-2.22202, 2.02253, 3.23599)  -0.6258
F (-1.38756, 4.35839, 4.46194)  -0.5234
F (-0.58071, 1.86954, 5.26068)  -0.5485
F (-0.53894, 3.65545, 1.96471)  -0.5250
C (2.54563, 2.79237, 0.81964)  -1.3526
C (3.46234, 1.70961, 0.26783)  1.8375
C (3.61495, 0.55946, 1.26100)  -1.3408
C (4.82846, 2.28588, -0.07429)  -1.9755
O (2.91585, 1.23796, -0.97463)  0.6868
Si (1.75385, 0.15820, -1.34674)  -5.1075
O (0.68936, -0.00802, -0.15189)  5.0190
O (2.39568, -1.33057, -1.65326)  0.0503
C (3.15705, -1.69399, -2.83071)  1.8557
C (4.00603, -2.90353, -2.45703)  -1.8854
C (4.07609, -0.55693, -3.26310)  -1.4966
C (2.18859, -2.07844, -3.94383)  -1.3846
O (1.06342, 0.62186, -2.75506)  0.4707
C (0.62737, 1.89468, -3.25120)  1.6921
C (-0.19744, 1.59191, -4.49403)  -1.6942
C (-0.24288, 2.56606, -2.20117)  -1.2633
C (1.82942, 2.76074, -3.60517)  -1.7643
H (2.92746, 3.19137, 1.76031)  0.5927
H (1.54811, 2.39128, 1.00541)  -0.1198
H (2.46074, 3.61183, 0.10375)  0.3062
H (4.11341, 0.90818, 2.16675)  0.5816
H (4.21341, -0.24038, 0.81940)  0.2388
H (2.63979, 0.16073, 1.54482)  -0.1085
H (5.30653, 2.69859, 0.81503)  0.4158
H (4.72385, 3.08005, -0.81412)  0.3472
H (5.47317, 1.51061, -0.49051)  0.3901
H (4.63177, -2.68128, -1.59078)  0.3895
H (4.65684, -3.17340, -3.28924)  0.4779
H (3.37785, -3.76790, -2.24070)  0.3398
H (4.74312, -0.27460, -2.44830)  0.2166
H (3.50836, 0.32301, -3.56154)  0.0279
H (4.67997, -0.87760, -4.11323)  0.6078
H (1.55961, -2.90846, -3.61131)  0.2289
H (2.74018, -2.40063, -4.82840)  0.5030
H (1.55071, -1.23702, -4.20754)  -0.0138
H (-1.05771, 0.97299, -4.23205)  0.1428
H (0.40926, 1.05391, -5.22374)  0.4363
H (-0.55457, 2.51439, -4.95418)  0.3776
H (-1.08006, 1.90627, -1.96230)  0.1303
H (-0.64165, 3.51316, -2.56946)  0.6840
H (0.33459, 2.76433, -1.29347)  0.2027
H (2.42530, 2.27974, -4.38230)  0.3863
H (2.46115, 2.92089, -2.73293)  0.1108
H (1.49509, 3.72783, -3.98481)  0.4931

Entry two
DFT (ωB97M-V/def2-TZVPD) results for a molecular structure, C39H53F6O4P2SbSiZn.

## Properties
<S²>   0.77
Net charge   +1
LUMO level (spin up / spin down)   -0.0974 / -0.2672 Eh
Multiplicity   2
Molecular weight   977.0 g/mol

Last column: Mulliken charge in e.
Geometry (Å):
Zn (0.85934, -0.46519, -0.17416)  3.4889
C (3.81714, -0.01589, 1.85545)  -1.3675
C (3.23154, -1.44639, 1.83670)  -0.3628
P (1.42786, -1.38259, 2.06975)  0.2658
C (1.21630, -0.79734, 3.76241)  0.8307
C (1.54296, -1.69857, 4.78300)  -0.8934
C (1.47742, -1.28583, 6.10304)  -0.7883
C (1.08411, 0.01295, 6.41221)  -0.6901
C (0.76735, 0.90611, 5.40019)  -0.9159
C (0.83472, 0.50176, 4.07409)  0.1977
C (0.65347, -2.96513, 1.95579)  0.5012
C (-0.51598, -3.22616, 2.70544)  -0.7552
C (-1.17058, -4.42248, 2.53864)  -0.7887
C (-0.70390, -5.35207, 1.60043)  -0.5527
C (0.43692, -5.09517, 0.84394)  -0.6905
C (1.11187, -3.90289, 1.00720)  -0.5744
C (4.11460, 0.56499, 0.47134)  -0.7689
P (2.64729, 1.06932, -0.49204)  0.2647
C (2.11635, 2.71198, 0.00656)  0.6762
C (1.10749, 2.83467, 0.96374)  1.7052
C (0.69566, 4.08936, 1.38617)  -0.6118
C (1.27568, 5.22345, 0.83348)  -0.9664
C (2.25393, 5.10578, -0.14774)  -0.8195
C (2.67135, 3.85449, -0.57254)  -1.1230
C (3.15186, 1.09220, -2.20131)  0.7442
C (2.27531, 0.63281, -3.18092)  -0.1633
C (2.68335, 0.61983, -4.50650)  -1.0646
C (3.95480, 1.05522, -4.84556)  -0.7243
C (4.83387, 1.50297, -3.86376)  -0.8333
C (4.44236, 1.51104, -2.53767)  -0.4061
H (4.75226, -0.04414, 2.41214)  0.4519
H (3.16742, 0.66908, 2.41323)  0.3435
H (3.61822, -2.02842, 2.67392)  0.8907
H (3.47675, -1.98638, 0.91976)  -0.0134
H (1.84454, -2.71337, 4.54941)  0.4887
H (1.73393, -1.98139, 6.89182)  0.4503
H (1.02769, 0.32654, 7.44714)  0.4209
H (0.46588, 1.91790, 5.63915)  0.5070
H (0.60068, 1.20472, 3.29050)  0.7448
H (-0.88766, -2.50173, 3.41752)  0.4358
H (-2.05199, -4.64041, 3.12734)  0.4633
H (-1.24553, -6.27936, 1.45714)  0.4420
H (0.79742, -5.81071, 0.11650)  0.5277
H (2.00204, -3.71438, 0.42680)  0.3280
H (4.64259, -0.16397, -0.15005)  0.3894
H (4.74691, 1.44856, 0.57389)  0.7909
H (0.60623, 1.94830, 1.33549)  -1.2793
H (-0.09339, 4.18386, 2.12295)  0.4450
H (0.94815, 6.20578, 1.15233)  0.4320
H (2.68728, 5.99369, -0.59051)  0.4626
H (3.42128, 3.76509, -1.34899)  0.4241
H (1.29655, 0.25160, -2.90952)  0.5376
H (2.01331, 0.24374, -5.26883)  0.5192
H (4.27589, 1.02616, -5.87938)  0.4192
H (5.82984, 1.83052, -4.13106)  0.4500
H (5.13973, 1.83873, -1.77519)  0.3896
F (2.12462, -1.81383, -1.12564)  -0.4982
Sb (3.34516, -2.92984, -2.22348)  2.0291
F (3.99522, -3.48808, -0.53263)  -0.6344
F (2.51682, -2.22050, -3.73181)  -0.5078
F (4.55454, -3.96116, -3.18238)  -0.5025
F (4.50571, -1.45814, -2.09541)  -0.5809
F (2.03019, -4.25619, -2.08087)  -0.5402
C (-2.47719, 2.36389, 2.17245)  -1.2389
C (-2.79594, 1.00768, 1.56672)  1.5864
C (-4.19288, 1.04928, 0.95456)  -1.4931
C (-2.70602, -0.09139, 2.61364)  -1.3101
O (-1.78263, 0.73877, 0.56962)  0.4589
Si (-1.99621, 0.01006, -0.92227)  -1.2120
O (-0.49937, -0.43188, -1.37556)  -0.5946
O (-2.73223, 0.99639, -1.98340)  -0.4026
C (-2.39159, 2.24189, -2.62147)  1.9468
C (-3.38312, 2.40376, -3.75940)  -1.9910
C (-0.96815, 2.19169, -3.15244)  -1.4754
C (-2.53269, 3.37661, -1.61397)  -1.1810
O (-2.95853, -1.27374, -0.67820)  0.6517
C (-3.69565, -2.12089, -1.59278)  1.6229
C (-4.96551, -1.40896, -2.04225)  -1.5209
C (-2.80759, -2.45954, -2.78332)  -1.3287
C (-4.04001, -3.37184, -0.80467)  -1.6065
H (-3.20998, 2.62109, 2.93997)  0.5024
H (-2.49474, 3.13691, 1.40073)  0.2949
H (-1.48918, 2.35166, 2.63667)  -0.1086
H (-4.91650, 1.33826, 1.71831)  0.5375
H (-4.47574, 0.07400, 0.55774)  0.2945
H (-4.23638, 1.77814, 0.14226)  0.1166
H (-3.44236, 0.06167, 3.40546)  0.5732
H (-1.70793, -0.08690, 3.06555)  0.0607
H (-2.87715, -1.06499, 2.14609)  0.0665
H (-3.25564, 1.59877, -4.48724)  0.3649
H (-3.23970, 3.36128, -4.26499)  0.4340
H (-4.40383, 2.35960, -3.37207)  0.3912
H (-0.84145, 1.34889, -3.83717)  0.3097
H (-0.25532, 2.08324, -2.33107)  -0.0190
H (-0.73877, 3.11606, -3.68763)  0.6368
H (-3.57572, 3.50738, -1.31917)  0.3774
H (-2.17542, 4.31508, -2.04526)  0.5158
H (-1.93767, 3.15940, -0.72162)  -0.1651
H (-4.72132, -0.46938, -2.53921)  0.0541
H (-5.60880, -1.19285, -1.18435)  0.3401
H (-5.52104, -2.04432, -2.73494)  0.5524
H (-2.54574, -1.55032, -3.33486)  0.1062
H (-3.32640, -3.13769, -3.46262)  0.5754
H (-1.88176, -2.93463, -2.44829)  0.2172
H (-4.58777, -3.10372, 0.10260)  0.3397
H (-3.12829, -3.90370, -0.51796)  0.2478
H (-4.66285, -4.04022, -1.40281)  0.4311

Most stable: entry one (next structure +9.6 kcal/mol)

Entry one
DFT (ωB97M-V/def2-TZVPD) results for 2 unconnected molecules or ions with the total composition C3H3BrCl2.

## Properties
Net charge   0
LUMO level   0.0265 Eh
Structure (SMILES)   ClC1(Br)C=C1.Cl
Multiplicity   1
Molecular weight   189.9 g/mol

Last column: natural (NBO) charge in e.
Geometry (Å):
Cl (1.23495, -1.40693, 0.29347)  0.0256
C (0.00099, -0.40826, 0.94206)  -0.1549
Br (-1.38568, -1.63922, 1.76233)  -0.0618
C (-0.43101, 0.89341, 0.43384)  -0.1493
C (0.23869, 0.93576, 1.54721)  -0.1539
H (-1.14227, 1.50877, -0.23839)  0.2540
H (0.76756, 1.29184, 2.35924)  0.2398
Cl (0.04422, -0.84153, -3.07133)  -0.2569
H (0.67255, -0.33386, -4.02843)  0.2573

Entry two
DFT (ωB97M-V/def2-TZVPD) results for 2 unconnected molecules or ions with the total composition C3H3BrCl2.

## Properties
Net charge   0
LUMO level (spin up / spin down)   -0.0563 / -0.1259 Eh
Multiplicity   1
Molecular weight   189.9 g/mol

Last column: natural (NBO) charge in e.
Geometry (Å):
C (0.00438, 0.64416, -0.69960)  -0.4853
C (0.00652, 0.53446, 0.79740)  0.0268
C (-0.61130, -0.48525, -0.00299)  -0.2422
Cl (2.66723, -1.07849, 1.04049)  -0.2101
Cl (0.10834, -2.05144, -0.31500)  0.0648
Br (-2.47136, -0.38917, 0.04027)  0.1123
H (-0.60860, 1.42971, -1.28678)  0.2495
H (0.91691, 0.38166, -1.25253)  0.2666
H (-0.01213, 1.01434, 1.67874)  0.2175

Most stable: entry one (next structure +52.6 kcal/mol)